An isolated molecule of C3H3NO2S2 in a non-equilibrium geometry, computed with the ωB97M-V functional and the def2-TZVPD basis.

Positions of all 11 atoms, in Å:
C -1.670 -0.045 -0.047
C -0.328 0.102 -0.796
C 1.859 0.661 0.539
H -0.934 -1.572 0.920
H -0.577 0.299 -1.871
H 2.606 1.191 1.131
N 2.013 -0.585 0.356
O -1.766 -1.003 0.879
O -2.585 0.688 -0.295
S 0.546 1.570 -0.176
S 0.834 -1.304 -0.641

## Properties
SMILES: O=C(O)[C@H]1SC=NS1
Orbital gap, Eh: 0.3503
Total charge: 0
Total energy, hartree: -1117.7235
Spin multiplicity: 1
LUMO, eV: 0.38
Maximum force, eV Å⁻¹: 1.5

Charges per atom according to Mulliken partitioning, unit e: atom 1 (C): 0.5413, atom 2 (C): -0.1864, atom 3 (C): 0.0151, atom 4 (H): 0.3430, atom 5 (H): 0.3546, atom 6 (H): 0.3688, atom 7 (N): -0.3423, atom 8 (O): -0.4431, atom 9 (O): -0.5281, atom 10 (S): -0.0735, atom 11 (S): -0.0495